{"formula": "C24H43CoN2P3Se", "method": "wB97M-V/def2-TZVPD", "symbols": ["Co", "P", "P", "P", "H", "C", "C", "H", "C", "C", "C", "C", "C", "C", "C", "C", "C", "H", "H", "H", "H", "H", "H", "H", "H", "H", "H", "H", "H", "H", "H", "H", "H", "H", "H", "H", "H", "H", "H", "H", "H", "H", "H", "H", "H", "H", "C", "C", "C", "C", "C", "C", "Se", "H", "H", "H", "H", "H", "H", "N", "C", "N", "C", "C", "C", "C", "C", "C", "H", "H", "H", "H", "H", "H"], "positions_angstrom": [[-0.316, -0.129, 0.312], [1.485, -0.111, 1.635], [-0.847, 2.089, 0.909], [0.285, -2.180, -0.623], [-0.373, 1.552, -1.846], [-0.580, 0.481, -1.785], [-1.830, 0.058, -1.291], [-2.606, 0.803, -1.096], [2.984, 0.657, 0.902], [1.388, 0.828, 3.213], [2.267, -1.648, 2.281], [-2.228, 2.946, 0.039], [-1.452, 2.404, 2.619], [0.492, 3.314, 0.605], [-0.729, -2.821, -2.023], [0.255, -3.703, 0.397], [1.957, -2.196, -1.402], [-0.040, -0.161, -2.485], [-2.201, -0.951, -1.489], [3.778, 0.651, 1.658], [2.780, 1.692, 0.598], [3.323, 0.073, 0.034], [2.338, 0.698, 3.752], [0.586, 0.414, 3.835], [1.232, 1.901, 3.050], [3.215, -1.366, 2.757], [2.492, -2.371, 1.488], [1.635, -2.111, 3.048], [-2.226, 4.004, 0.334], [-3.195, 2.510, 0.321], [-2.110, 2.884, -1.049], [-1.311, 3.468, 2.860], [-0.925, 1.799, 3.359], [-2.522, 2.173, 2.677], [0.038, 4.313, 0.645], [0.934, 3.169, -0.391], [1.286, 3.256, 1.356], [-0.255, -3.722, -2.438], [-0.843, -2.081, -2.821], [-1.723, -3.093, -1.648], [0.456, -4.576, -0.239], [-0.744, -3.807, 0.836], [0.985, -3.679, 1.208], [2.017, -3.093, -2.033], [2.751, -2.237, -0.650], [2.118, -1.307, -2.028], [2.415, 2.048, -4.134], [1.092, 2.179, -4.591], [0.854, 2.550, -5.921], [1.921, 2.833, -6.782], [3.243, 2.773, -6.308], [3.489, 2.383, -4.993], [2.891, 1.410, -2.382], [1.537, 0.960, -1.807], [0.263, 1.972, -3.916], [-0.173, 2.616, -6.285], [1.733, 3.104, -7.821], [4.079, 3.024, -6.962], [4.515, 2.318, -4.623], [-4.063, -0.781, 2.288], [-3.185, -0.267, 1.401], [-1.963, -0.776, 1.575], [-2.051, -1.672, 2.661], [-1.148, -2.591, 3.198], [-1.598, -3.500, 4.162], [-2.932, -3.489, 4.596], [-3.843, -2.565, 4.067], [-3.376, -1.678, 3.105], [-5.054, -0.554, 2.336], [-3.488, 0.447, 0.644], [-0.138, -2.588, 2.806], [-0.905, -4.233, 4.572], [-3.255, -4.204, 5.347], [-4.886, -2.511, 4.378]], "forces_ev_per_angstrom": [[-1.677, -0.526, 0.887], [2.419, 0.009, 1.919], [-0.808, 1.823, 0.517], [0.451, -2.210, -0.882], [-0.156, -0.265, 0.123], [-2.887, -0.186, -0.393], [1.182, 0.833, -2.208], [0.564, -0.287, 0.358], [-0.147, 0.066, -0.312], [0.070, -0.113, 0.011], [0.066, -0.054, -0.005], [0.106, -0.064, -0.217], [0.332, 0.042, 0.117], [-0.140, 0.087, 0.136], [-0.061, 0.166, 0.028], [0.053, -0.041, 0.060], [-0.103, -0.069, 0.075], [0.090, -0.030, 0.522], [0.271, 0.339, 0.214], [-0.120, 0.052, -0.182], [0.141, -0.233, 0.074], [-0.018, 0.129, 0.275], [-0.245, 0.025, -0.188], [0.147, 0.147, -0.080], [0.000, -0.339, 0.097], [-0.240, -0.023, -0.111], [-0.066, 0.214, 0.286], [0.257, 0.085, -0.240], [-0.057, -0.301, -0.074], [0.237, 0.185, -0.100], [-0.101, 0.169, 0.138], [-0.073, -0.265, -0.042], [-0.226, 0.182, -0.114], [0.247, 0.034, -0.083], [0.282, -0.154, -0.002], [-0.112, 0.053, 0.204], [-0.144, 0.034, -0.165], [-0.122, 0.273, 0.151], [0.006, -0.240, 0.032], [0.161, -0.009, -0.114], [-0.016, 0.246, 0.134], [0.191, -0.021, -0.122], [-0.182, -0.084, -0.184], [0.147, 0.253, 0.140], [-0.135, -0.007, -0.170], [-0.081, -0.333, 0.098], [0.099, -0.399, 1.152], [-0.781, 0.115, -1.025], [-0.503, -0.395, 1.381], [0.453, 0.050, -0.122], [0.352, -0.213, 0.779], [0.647, 0.220, -0.715], [-0.730, 0.421, -1.191], [1.155, 0.623, -0.786], [0.129, 0.062, -0.318], [0.327, 0.008, 0.130], [0.009, -0.038, 0.276], [-0.259, -0.100, 0.197], [-0.273, 0.039, -0.192], [0.220, 0.343, -0.155], [-0.027, -0.973, 0.964], [0.076, 0.572, -0.653], [-0.606, -0.082, -0.304], [-0.016, -0.028, 0.116], [0.366, 0.517, -0.504], [-0.507, 0.661, -0.296], [0.098, -0.293, 0.465], [-0.133, -0.194, -0.208], [0.357, -0.101, 0.005], [0.103, -0.227, 0.297], [-0.183, -0.255, 0.289], [-0.163, 0.182, -0.080], [0.001, 0.145, -0.141], [0.287, -0.251, 0.029]], "lowdin_spin": [2.53, 0.05, 0.08, 0.08, 0.00, 0.09, -0.04, 0.00, 0.02, 0.00, 0.00, 0.01, 0.02, 0.01, 0.01, 0.02, 0.01, 0.01, 0.00, 0.00, 0.00, 0.00, 0.00, 0.00, 0.00, 0.00, 0.00, 0.00, 0.00, 0.00, 0.00, 0.00, 0.00, 0.00, 0.00, 0.00, 0.00, 0.00, 0.00, 0.00, 0.00, 0.00, 0.00, 0.00, 0.00, 0.01, 0.17, 0.07, 0.04, 0.20, 0.01, 0.09, 0.38, 0.02, 0.00, 0.00, 0.01, 0.00, 0.00, 0.01, 0.01, 0.04, 0.00, 0.00, 0.00, 0.00, 0.00, 0.00, 0.00, 0.00, 0.00, 0.00, 0.00, 0.00], "orbital_gap_ev": [6.837, 4.215], "total_charge": 3, "multiplicity": 5, "energy_ha": -5857.07602}

***

{"formula": "C31H60LiO24", "method": "wB97M-V/def2-TZVPD", "symbols": ["Li", "C", "C", "O", "C", "O", "O", "H", "H", "H", "H", "C", "C", "O", "C", "O", "O", "C", "H", "H", "H", "H", "H", "H", "H", "H", "C", "C", "O", "C", "O", "O", "C", "H", "H", "H", "H", "H", "H", "H", "H", "C", "C", "O", "C", "O", "O", "C", "H", "H", "H", "H", "H", "H", "H", "H", "C", "C", "O", "C", "O", "O", "C", "H", "H", "H", "H", "H", "H", "H", "H", "C", "C", "O", "C", "O", "O", "C", "H", "H", "H", "H", "H", "H", "H", "H", "C", "C", "O", "C", "O", "O", "C", "H", "H", "H", "H", "H", "H", "H", "H", "C", "C", "O", "C", "O", "O", "C", "H", "H", "H", "H", "H", "H", "H", "H"], "positions_angstrom": [[-2.733, 13.169, 5.742], [-0.229, 14.880, 10.277], [-0.305, 13.398, 10.694], [-1.281, 12.858, 9.785], [-1.491, 13.774, 8.826], [-2.069, 13.442, 7.833], [-0.857, 14.863, 9.001], [0.842, 15.078, 10.225], [-0.781, 15.574, 10.910], [-0.630, 13.392, 11.734], [0.679, 12.944, 10.578], [-4.062, 9.757, 8.445], [-2.575, 9.853, 8.024], [-2.369, 10.787, 6.968], [-2.058, 10.571, 5.727], [-1.864, 11.559, 4.948], [-2.123, 9.243, 5.358], [-2.342, 8.904, 4.008], [-4.591, 9.321, 7.597], [-4.375, 10.797, 8.533], [-4.358, 9.236, 9.356], [-2.045, 8.924, 7.814], [-2.159, 10.232, 8.957], [-3.423, 8.813, 3.900], [-2.069, 7.883, 3.742], [-1.743, 9.601, 3.423], [-2.511, 11.854, 0.905], [-1.958, 10.650, 0.222], [-2.709, 9.466, 0.633], [-2.306, 8.290, 0.139], [-1.692, 8.075, -0.922], [-2.747, 7.315, 1.003], [-2.318, 5.992, 0.928], [-1.807, 12.672, 0.754], [-2.567, 11.661, 1.976], [-3.481, 12.119, 0.482], [-0.889, 10.697, 0.430], [-2.034, 10.860, -0.845], [-3.231, 5.421, 1.104], [-1.514, 5.696, 1.602], [-1.982, 5.750, -0.080], [1.868, 14.894, 1.999], [0.626, 14.411, 2.842], [0.078, 15.588, 3.360], [-0.700, 15.518, 4.379], [-1.254, 14.507, 4.917], [-0.668, 16.740, 4.925], [-1.551, 17.025, 5.980], [2.452, 15.624, 2.559], [1.528, 15.497, 1.157], [2.533, 14.059, 1.778], [1.032, 13.851, 3.683], [-0.026, 13.744, 2.277], [-1.207, 16.703, 6.963], [-2.544, 16.596, 5.852], [-1.688, 18.106, 5.939], [1.786, 15.271, 6.918], [2.243, 16.741, 6.587], [3.202, 16.608, 5.569], [4.476, 16.709, 5.850], [5.045, 16.569, 6.928], [5.128, 16.888, 4.618], [6.531, 16.815, 4.623], [1.297, 15.205, 7.889], [2.408, 14.384, 7.042], [1.063, 14.916, 6.183], [2.788, 17.195, 7.414], [1.396, 17.337, 6.245], [6.826, 17.454, 5.456], [6.929, 17.288, 3.725], [6.971, 15.818, 4.605], [-5.626, 11.518, 3.232], [-5.942, 10.789, 4.562], [-6.552, 11.739, 5.412], [-5.877, 12.500, 6.269], [-4.651, 12.593, 6.486], [-6.758, 13.242, 6.801], [-6.361, 14.138, 7.834], [-5.647, 10.979, 2.285], [-4.610, 11.803, 3.507], [-6.310, 12.354, 3.088], [-5.132, 10.175, 4.953], [-6.670, 10.066, 4.194], [-5.597, 14.807, 7.438], [-6.060, 13.699, 8.785], [-7.191, 14.810, 8.055], [5.120, 10.920, 8.318], [4.550, 12.346, 7.756], [3.567, 12.250, 6.711], [2.445, 11.483, 6.749], [1.756, 11.230, 5.769], [2.094, 11.126, 8.100], [0.985, 10.375, 8.465], [4.393, 10.465, 8.991], [6.030, 11.162, 8.868], [5.400, 10.082, 7.679], [5.449, 12.755, 7.294], [4.215, 12.923, 8.617], [0.943, 9.376, 8.031], [0.113, 10.821, 7.986], [0.923, 10.424, 9.552], [-2.162, 16.923, 1.007], [-3.485, 16.436, 1.605], [-3.201, 15.473, 2.575], [-4.120, 15.027, 3.537], [-3.891, 14.160, 4.371], [-5.303, 15.633, 3.339], [-6.361, 15.451, 4.264], [-2.228, 17.712, 0.258], [-1.648, 16.077, 0.551], [-1.473, 17.342, 1.740], [-4.281, 16.090, 0.946], [-3.970, 17.294, 2.071], [-6.637, 14.409, 4.428], [-7.235, 15.969, 3.869], [-6.141, 15.850, 5.254]], "forces_ev_per_angstrom": [[0.193, 0.266, 0.006], [0.444, -0.793, 0.513], [-0.393, 1.061, 0.489], [0.523, 0.183, 1.405], [-0.484, -3.515, -1.699], [-0.896, 0.716, -0.534], [1.129, 2.821, 0.237], [-0.280, 0.860, -0.390], [0.253, -0.081, 0.064], [-0.128, -0.721, -0.127], [-0.304, -0.418, -0.129], [0.069, 0.382, -1.953], [-0.319, -1.152, 1.865], [0.270, 0.681, 0.681], [-0.509, 0.529, -3.229], [-0.651, -3.362, 2.256], [0.595, 1.480, 2.180], [-0.080, -0.068, -0.742], [-0.448, -0.056, 0.131], [-0.217, 0.001, 0.046], [0.760, -0.161, -0.050], [-0.438, -0.108, -0.212], [0.890, 0.611, -0.526], [-0.087, 0.982, -0.705], [0.814, 0.004, 0.746], [-0.809, -0.030, -0.573], [-0.455, 0.025, 0.533], [-0.037, 0.713, -0.987], [1.111, 0.337, -0.117], [1.258, -1.824, -2.133], [-1.563, 0.817, 3.215], [0.274, 2.651, 0.123], [-0.280, -1.292, -1.472], [-0.121, 0.115, -0.066], [-0.228, 0.236, 0.103], [-0.076, 0.127, 0.303], [0.080, -1.358, 0.306], [-0.157, -0.777, -0.189], [0.295, -0.304, 0.235], [-0.126, 0.518, 0.349], [0.032, 0.070, -0.085], [-1.081, 0.190, 0.774], [3.105, -0.794, -0.667], [-0.561, 0.264, -1.065], [-1.498, -2.438, 3.516], [1.817, 3.281, -2.057], [-0.455, -0.309, -0.278], [-1.051, 0.558, 0.491], [-0.031, -0.227, 0.512], [0.053, -0.587, -0.485], [-0.271, 0.077, -0.446], [-0.219, -0.288, 0.052], [-0.453, 0.496, 0.051], [0.394, -0.036, -0.143], [0.073, -0.294, -0.295], [0.180, -0.026, 0.279], [-1.226, 0.226, 0.599], [0.724, -2.535, 1.470], [-0.084, 0.891, -1.678], [2.754, -0.731, -0.376], [-1.276, 0.574, -1.783], [-1.872, -0.722, 1.201], [0.866, 1.135, 0.303], [-0.536, 0.626, -0.015], [1.408, 0.825, -0.563], [-0.220, 0.250, -0.037], [-0.553, 0.081, 0.338], [0.291, -0.065, -0.116], [0.754, -0.552, 0.148], [-0.524, 0.150, -0.159], [-0.425, -0.177, 0.601], [1.424, 0.182, 1.087], [-1.003, -0.814, -2.875], [0.340, -0.795, 0.629], [3.665, -0.706, -1.127], [-2.363, -0.999, -0.628], [-2.169, 1.611, 2.191], [0.133, 1.501, -0.006], [0.143, -0.610, 0.449], [0.165, 1.009, -1.227], [0.203, 0.126, 0.315], [0.224, 0.711, 0.446], [-0.727, -0.058, 1.241], [0.401, -0.297, 0.192], [0.162, -0.518, -0.419], [-0.363, -0.454, -0.224], [-1.058, 1.100, 0.306], [1.455, -3.165, 0.525], [-1.177, -0.944, -0.162], [-1.702, -0.396, 0.626], [1.706, 0.484, 2.435], [2.954, 1.528, -2.076], [-1.562, 0.040, -1.391], [0.060, 0.274, 0.242], [-0.107, 0.107, 0.194], [-0.137, 0.638, -0.929], [-0.574, 0.618, -0.164], [-0.145, 0.067, -0.276], [0.671, -0.357, 0.438], [-0.397, 0.355, 0.427], [-0.024, -0.296, -0.206], [0.207, -0.681, -0.275], [-0.830, 2.301, -0.211], [-0.431, -2.521, 3.173], [0.455, -0.084, -1.191], [-0.364, 1.900, -1.555], [0.885, -0.008, -0.046], [-0.712, -0.399, 0.709], [-0.636, -0.189, -0.101], [0.093, 0.007, -0.124], [-0.283, -0.228, 0.442], [0.547, -0.364, -0.589], [0.042, 0.165, 0.313], [0.239, -0.119, -0.370], [0.277, 0.031, -0.125], [0.327, 0.244, -0.125]], "mulliken_charge": [1.13, -0.49, -0.31, -0.26, -0.12, 0.38, -0.30, 0.25, 0.38, 0.32, 0.19, -1.07, -0.37, 0.26, 0.38, -0.48, -0.49, -0.46, 0.26, 0.11, 0.47, 0.53, 0.10, 0.26, 0.20, 0.24, -0.41, -0.60, -0.12, 0.66, -0.58, -0.27, -0.79, 0.26, -0.14, 0.32, 0.32, 0.41, 0.29, 0.27, 0.36, -1.40, 0.38, -0.26, -0.48, 0.96, -0.46, -0.45, 0.30, 0.34, 0.40, 0.19, -0.06, 0.10, 0.09, 0.32, 0.33, -0.49, -0.25, 0.74, -0.60, -0.33, -0.67, -0.22, -0.09, 0.05, 0.54, 0.13, 0.32, 0.25, 0.26, -0.71, -0.07, -0.40, 0.30, -0.32, -0.38, -0.56, 0.49, -0.14, 0.30, -0.08, 0.38, 0.13, 0.28, 0.28, -1.14, -0.15, -0.30, 0.67, -0.56, -0.24, -0.31, 0.26, 0.39, 0.34, 0.31, 0.23, 0.40, -0.27, 0.32, -1.05, -0.41, 0.06, -0.23, 0.90, -0.46, -0.48, 0.46, 0.23, 0.17, 0.34, 0.35, 0.07, 0.34, 0.25], "orbital_gap_ev": 10.600, "total_charge": 1, "energy_ha": -3030.32135}

***

{"formula": "C14H12AlBr2N3O5S", "method": "wB97M-V/def2-TZVPD", "symbols": ["Al", "O", "C", "O", "C", "O", "O", "C", "C", "C", "C", "C", "C", "Br", "C", "C", "Br", "C", "O", "C", "N", "H", "H", "H", "H", "H", "H", "C", "N", "C", "N", "S", "H", "H", "H", "H", "H", "H"], "positions_angstrom": [[-0.028, -0.714, -0.503], [3.476, -1.240, 0.830], [2.313, -1.029, 0.603], [1.755, -1.015, -0.587], [1.271, -0.775, 1.751], [1.578, -0.862, 2.912], [0.067, -0.530, 1.289], [2.565, 1.756, -0.914], [1.142, 2.191, -1.067], [0.886, 3.575, -1.219], [-0.383, 4.044, -1.369], [-1.460, 3.134, -1.386], [-2.829, 3.465, -1.555], [-3.345, 5.270, -1.776], [-3.782, 2.490, -1.562], [-3.429, 1.135, -1.402], [-4.779, -0.172, -1.429], [-2.120, 0.757, -1.233], [-1.707, -0.481, -1.083], [-1.133, 1.782, -1.226], [0.144, 1.321, -1.058], [3.220, 2.534, -1.301], [2.765, 0.817, -1.421], [2.812, 1.615, 0.141], [1.727, 4.252, -1.218], [-0.574, 5.102, -1.483], [-4.824, 2.747, -1.688], [0.135, -3.966, 3.102], [-0.432, -3.705, 1.789], [0.276, -3.570, 0.679], [1.590, -3.789, 0.711], [-0.502, -3.138, -0.799], [-0.681, -4.043, 3.814], [0.797, -3.155, 3.410], [0.670, -4.916, 3.099], [-1.395, -3.421, 1.709], [2.105, -3.845, 1.577], [2.111, -3.621, -0.135]], "forces_ev_per_angstrom": [[-0.177, -0.003, 0.092], [-0.038, -0.007, -0.049], [0.072, 0.089, 0.149], [-0.079, -0.049, -0.075], [0.109, -0.063, 0.101], [-0.030, -0.032, -0.063], [-0.056, -0.041, -0.185], [0.066, -0.026, 0.009], [0.016, 0.080, -0.030], [-0.051, -0.066, -0.017], [-0.007, -0.020, -0.006], [-0.073, 0.080, -0.021], [0.049, -0.072, 0.010], [-0.011, 0.026, 0.001], [0.021, -0.002, 0.011], [-0.045, 0.110, -0.041], [0.001, -0.032, 0.010], [-0.042, 0.124, -0.057], [0.231, -0.209, 0.067], [-0.030, -0.073, -0.003], [0.043, -0.023, 0.036], [0.024, -0.014, 0.009], [-0.005, 0.046, -0.011], [-0.011, -0.014, 0.010], [0.020, 0.018, 0.004], [-0.005, 0.018, -0.001], [-0.008, 0.002, -0.007], [-0.016, -0.062, -0.010], [0.030, 0.099, -0.064], [0.132, -0.119, -0.090], [-0.057, -0.055, 0.079], [-0.103, 0.214, 0.081], [0.015, 0.026, 0.010], [0.008, 0.018, 0.029], [0.026, 0.006, -0.001], [-0.005, -0.015, 0.007], [-0.004, 0.000, -0.013], [-0.010, 0.041, 0.028]], "mulliken_charge": [0.58, -0.64, 0.26, -0.43, 0.95, -0.64, -0.41, -1.64, 1.17, -0.81, -0.79, 0.97, -0.11, -0.22, -0.36, -0.37, -0.14, 0.15, -0.49, 0.41, 0.01, 0.51, 0.36, 0.27, 0.39, 0.36, 0.42, -1.00, -0.01, 0.11, -0.29, -0.43, 0.35, 0.35, 0.32, 0.28, 0.28, 0.28], "orbital_gap_ev": 7.782, "total_charge": 0, "de_lowest_kcal_mol": 0.00, "energy_ha": -6870.12393}

***

Which formula does entry 1 have? C24H43CoN2P3Se